(1)
Molecular formula: C32H32AsF6N2O5ReS2
Method: DFT, wB97M-V/def2-TZVPD

The calculated total energy comes out at -147855.9009 eV. As for the energy relative to the best compared isomer or geometry (same formula, charge and spin): 35.7 kcal/mol. Its spin multiplicity is 2. For the HOMO energy (alpha / beta), the calculation gives -11.3375 / -11.2203 eV. Its total charge is +1.

Cartesian coordinates (Å):
Re  -0.241  1.541  -0.006
As  -0.924  -1.780  0.660
S  -1.228  2.980  2.259
S  -3.453  2.489  0.875
F  -4.296  0.029  0.370
F  -5.476  1.128  1.799
F  0.400  3.651  4.134
F  -1.499  2.882  4.836
F  -1.367  4.899  4.052
F  -3.570  0.330  2.401
O  -0.583  1.669  2.320
O  -0.594  3.826  1.277
O  -2.419  2.198  -0.129
O  -1.306  -0.140  0.565
O  -4.538  3.280  0.437
N  1.128  1.808  -1.064
N  -2.784  2.975  2.220
C  -0.843  -3.759  -1.504
C  -3.897  -3.976  3.540
C  2.215  2.016  -1.865
C  3.377  -2.539  2.408
C  0.940  -0.547  -3.243
C  1.569  -1.032  1.919
C  2.839  0.935  -2.549
C  -4.245  0.877  1.393
C  0.860  -2.079  1.346
C  1.398  -3.362  1.319
C  -2.134  -2.710  1.835
C  -0.913  3.668  3.944
C  2.306  -0.486  -2.547
C  -1.774  -2.921  3.161
C  -2.643  -2.310  -3.062
C  4.466  2.477  -3.451
C  -2.665  -3.550  4.015
C  2.150  4.561  -1.314
C  -2.200  -3.555  -3.483
C  3.956  1.198  -3.322
C  0.710  4.858  -1.757
C  3.856  3.529  -2.792
C  2.301  4.475  0.213
C  2.659  -3.587  1.848
C  2.270  -1.131  -1.157
C  -1.302  -4.276  -2.706
C  2.831  -1.265  2.445
C  -3.362  -3.145  1.349
C  2.739  3.339  -1.997
C  -1.281  -2.506  -1.093
C  -4.246  -3.773  2.211
C  -2.184  -1.782  -1.865
H  4.358  -2.720  2.826
H  4.258  4.529  -2.896
H  -0.809  -2.586  3.523
H  5.335  2.653  -4.071
H  0.416  5.844  -1.398
H  0.983  -0.046  -4.210
H  2.746  5.414  -1.646
H  -0.970  -5.254  -3.026
H  3.352  4.525  0.496
H  0.832  -4.188  0.909
H  -3.351  -1.749  -3.657
H  -2.523  -0.814  -1.515
H  -4.594  -4.463  4.209
H  3.078  -4.584  1.830
H  -2.561  -3.970  -4.415
H  0.649  -1.585  -3.404
H  0.175  -0.059  -2.639
H  1.136  -0.046  1.979
H  3.381  -0.446  2.889
H  -3.631  -2.978  0.314
H  3.259  -1.115  -0.698
H  3.002  -1.069  -3.155
H  -2.394  -3.706  5.051
H  -5.211  -4.097  1.844
H  -0.004  4.144  -1.354
H  0.632  4.840  -2.845
H  1.939  -2.168  -1.243
H  1.882  3.548  0.601
H  1.579  -0.605  -0.499
H  1.770  5.303  0.684
H  4.442  0.377  -3.833
H  -0.158  -4.336  -0.898

(2)
Molecular formula: C32H32Cl6N6
Method: DFT, wB97M-V/def2-TZVPD

The calculated total energy comes out at -117773.8416 eV. As for the structure (SMILES): ClC(Cl)Cl.ClC(Cl)Cl.c1ccncc1.c1ccncc1.c1ccncc1.c1ccncc1.c1ccncc1.c1ccncc1. As for the energy relative to the best compared isomer or geometry (same formula, charge and spin): 64.0 kcal/mol. For the HOMO energy, the calculation gives -9.5006 eV. Its total charge is 0.

Cartesian coordinates (Å):
Cl  1.330  7.606  0.598
Cl  1.674  1.543  -0.873
Cl  3.662  9.348  0.025
Cl  -0.310  -0.044  -2.170
Cl  0.387  -0.469  0.657
Cl  3.711  8.082  2.471
N  -6.866  -2.254  -6.257
N  -2.475  2.846  4.621
N  -8.191  2.305  -0.279
N  5.374  -4.251  -4.715
N  9.126  0.623  2.668
N  3.021  -3.469  7.512
C  -7.030  3.595  -1.906
C  1.895  -2.846  7.114
C  -9.005  4.498  -0.879
C  2.327  -5.475  6.348
C  6.721  0.365  2.786
C  3.234  -4.785  7.112
C  -2.683  3.107  7.382
C  5.878  -3.072  -7.268
C  9.172  -0.111  1.541
C  -7.135  -3.365  -8.364
C  0.940  -3.518  6.362
C  -7.644  -2.938  -7.154
C  -1.509  3.461  6.718
C  0.151  0.688  -0.645
C  -1.425  3.352  5.363
C  -9.079  3.339  -0.131
C  4.926  -3.030  -5.011
C  6.123  -4.915  -5.691
C  -5.582  -2.055  -6.579
C  -7.118  2.517  -1.051
C  -5.041  -2.389  -7.838
C  -5.882  -3.119  -8.718
C  6.780  -0.475  1.644
C  1.132  -4.902  6.026
C  -3.630  2.550  5.273
C  6.309  -4.315  -6.916
C  8.016  -0.733  1.114
C  -3.779  2.594  6.641
C  7.956  0.766  3.294
C  3.108  7.858  0.742
C  -7.981  4.612  -1.798
C  5.076  -2.368  -6.246
H  -4.687  2.280  7.134
H  6.989  -4.786  -7.610
H  5.907  -2.686  -8.277
H  -4.030  -2.163  -8.144
H  4.359  -2.453  -4.296
H  8.004  1.491  4.093
H  -7.767  -4.062  -8.895
H  -6.217  3.722  -2.606
H  -8.655  -3.189  -6.868
H  10.062  -0.082  0.930
H  -7.851  5.544  -2.327
H  -5.037  -1.502  -5.828
H  1.951  -1.777  7.262
H  -9.700  5.311  -0.729
H  -0.673  1.355  -0.391
H  -4.375  2.132  4.613
H  2.590  -6.454  5.975
H  6.544  -5.867  -5.405
H  5.859  0.711  3.337
H  0.434  -5.512  5.472
H  5.838  -0.796  1.225
H  0.095  -2.962  5.982
H  -0.520  3.623  4.840
H  8.037  -1.213  0.147
H  -6.370  1.742  -1.127
H  3.568  6.942  0.370
H  -9.818  3.307  0.655
H  -2.823  3.157  8.452
H  -5.566  -3.552  -9.655
H  -0.668  3.604  7.381
H  4.208  -5.197  7.330
H  4.650  -1.428  -6.564

(3)
Molecular formula: C32H32CsN7O6S
Method: DFT, wB97M-V/def2-TZVPD

The calculated total energy comes out at -67806.3167 eV. As for the energy relative to the best compared isomer or geometry (same formula, charge and spin): 5.8 kcal/mol. For the HOMO energy, the calculation gives -3.1103 eV. Its total charge is -2.

Cartesian coordinates (Å):
Cs  0.569  -0.196  0.662
S  3.598  0.037  2.243
O  -6.865  -1.708  4.068
O  1.714  0.081  -1.613
O  3.484  1.079  -2.570
O  -6.268  -3.873  3.791
O  2.870  -0.869  3.123
O  3.567  1.457  2.609
N  -2.326  1.155  0.617
N  0.940  3.093  -0.619
N  -1.221  -3.250  -0.004
N  -2.613  -1.384  1.451
N  3.169  -0.243  0.796
N  0.443  2.409  -2.736
N  1.629  4.430  -2.460
C  -3.472  -0.489  1.941
C  -4.878  -2.191  2.884
C  3.618  0.683  -0.238
C  2.776  4.703  -0.320
C  -3.158  0.941  1.639
C  -3.702  1.993  2.377
C  5.332  -0.365  2.510
C  -0.337  -4.089  -0.528
C  1.807  4.535  -3.899
C  -1.661  -4.873  1.695
C  -3.360  3.292  2.040
C  -2.001  2.403  0.302
C  1.032  3.324  -1.885
C  1.568  4.020  0.297
C  6.307  0.620  2.440
C  -4.608  -0.850  2.659
C  5.704  -1.665  2.813
C  -2.491  3.509  0.983
C  -6.141  -2.639  3.658
C  7.035  -1.979  3.045
C  -0.737  -5.739  1.137
C  8.025  -1.002  2.974
C  1.940  3.161  -4.529
C  2.345  5.372  -1.613
C  -1.881  -3.633  1.093
C  -2.869  -2.671  1.668
C  7.639  0.300  2.665
C  0.687  2.390  -4.169
C  -0.057  -5.343  -0.005
C  2.879  0.577  -1.602
C  9.472  -1.345  3.208
C  -3.983  -3.118  2.372
H  0.483  1.484  -2.316
H  9.572  -2.198  3.882
H  10.009  -0.503  3.650
H  0.764  1.346  -4.473
H  1.726  6.255  -1.401
H  0.685  -5.974  -0.477
H  9.982  -1.604  2.276
H  -0.167  2.825  -4.710
H  0.965  5.073  -4.362
H  3.218  5.719  -2.170
H  -3.761  4.122  2.611
H  0.846  4.785  0.622
H  2.032  3.262  -5.615
H  3.473  1.724  0.078
H  6.005  1.637  2.227
H  -4.359  1.791  3.210
H  4.938  -2.428  2.881
H  7.308  -3.000  3.294
H  1.863  3.477  1.199
H  -0.542  -6.700  1.596
H  3.539  3.955  -0.548
H  -1.288  2.524  -0.507
H  -5.320  -0.129  3.036
H  -2.177  4.504  0.694
H  3.209  5.438  0.363
H  2.807  2.640  -4.124
H  0.190  -3.735  -1.410
H  -4.206  -4.166  2.521
H  2.700  5.139  -4.077
H  8.389  1.083  2.609
H  -2.196  -5.130  2.599
H  4.686  0.572  -0.460

(4)
Molecular formula: C32H32F4GaN7
Method: DFT, wB97M-V/def2-TZVPD

The calculated total energy comes out at -107367.5356 eV. As for the energy relative to the best compared isomer or geometry (same formula, charge and spin): 7.0 kcal/mol. For the HOMO energy, the calculation gives -13.4620 eV. Its total charge is +2.

Cartesian coordinates (Å):
Ga  -0.285  -0.261  -0.415
F  0.499  1.255  5.896
F  -2.412  3.284  2.820
F  -1.434  1.767  0.896
F  1.509  -0.245  4.046
N  4.622  1.150  2.151
N  -0.517  -2.376  0.477
N  3.037  2.793  2.814
N  -2.272  0.141  -0.890
N  0.508  1.475  -1.282
N  -0.460  -1.150  -2.322
N  0.617  0.001  1.238
C  -1.055  -2.877  -4.423
C  1.063  4.067  -2.089
C  3.862  2.771  0.585
C  1.329  -3.567  -0.814
C  0.486  1.805  -2.591
C  4.639  1.678  0.930
C  -2.498  -1.674  1.924
C  1.140  3.726  -0.743
C  0.857  2.417  -0.401
C  0.765  3.085  -3.025
C  0.498  -1.662  -3.078
C  -1.924  -2.642  0.894
C  -2.109  -2.310  -3.674
C  -2.761  -0.784  -1.890
C  -0.915  1.634  2.161
C  -3.482  -2.558  -3.918
C  0.098  0.690  2.341
C  -4.077  -1.036  -2.137
C  0.534  0.601  3.673
C  0.240  -2.527  -4.147
C  0.002  1.401  4.675
C  1.431  4.716  0.309
C  -0.141  -3.500  -0.429
C  1.380  -1.229  1.459
C  -4.437  -1.943  -3.161
C  -1.446  2.429  3.151
C  2.215  4.505  1.359
C  -0.990  2.329  4.446
C  0.392  -2.362  1.650
C  3.824  1.745  3.032
C  3.054  3.305  1.582
C  -1.758  -1.430  -2.635
H  1.067  -2.916  -4.725
H  -4.849  -0.535  -1.566
H  1.958  -3.883  0.015
H  -5.485  -2.130  -3.350
H  2.003  -1.405  0.577
H  0.894  -3.322  1.776
H  0.220  1.039  -3.294
H  0.943  2.099  0.630
H  1.721  -2.621  -1.179
H  -1.379  2.947  5.243
H  1.260  5.085  -2.402
H  3.821  1.337  4.037
H  -2.284  -1.983  2.945
H  0.741  3.309  -4.083
H  -2.196  1.082  -1.282
H  2.047  -1.171  2.307
H  0.930  5.672  0.200
H  1.514  -1.370  -2.846
H  5.308  1.217  0.211
H  -2.114  -0.658  1.819
H  -2.526  -2.654  -0.016
H  -0.400  -4.435  0.079
H  3.909  3.208  -0.403
H  -1.283  -3.576  -5.219
H  -3.763  -3.228  -4.720
H  -1.966  -3.654  1.308
H  -0.781  -3.444  -1.311
H  -2.908  0.219  -0.101
H  1.449  -4.308  -1.605
H  -0.181  -2.179  2.558
H  -3.584  -1.641  1.826
H  2.287  5.263  2.130

(5)
Molecular formula: C32H32LiN2P2
Method: DFT, wB97M-V/def2-TZVPD

The calculated total energy comes out at -55463.4495 eV. For the HOMO energy, the calculation gives -10.9733 eV. Its total charge is +1.

Cartesian coordinates (Å):
P  -0.313  -0.230  1.609
P  1.504  -0.660  -1.190
N  -2.956  -1.072  -1.153
N  -7.108  -1.418  -1.235
C  -3.335  0.044  4.323
C  2.661  1.822  -1.479
C  3.563  2.840  -1.225
C  -5.761  -1.304  -1.209
C  3.316  -1.582  -4.770
C  0.943  -1.821  -5.073
C  0.255  1.485  1.302
C  0.744  -1.421  -3.757
C  3.114  -1.189  -3.457
C  -1.195  -0.089  3.202
C  -1.304  0.229  5.592
C  0.056  3.517  0.002
C  -2.692  0.216  5.539
C  1.262  -1.132  2.015
C  -3.761  -0.077  -0.742
C  -0.321  2.206  0.261
C  2.232  -1.902  -5.579
C  1.621  3.407  1.821
C  -0.561  0.078  4.431
C  3.776  0.420  0.121
C  1.824  -1.112  -2.933
C  -3.569  -2.181  -1.596
C  2.766  0.595  -0.817
C  1.229  2.104  2.082
C  -2.588  -0.112  3.163
C  2.063  -2.177  -0.291
C  4.680  1.446  0.382
C  -5.132  -0.137  -0.749
C  -4.930  -2.347  -1.641
C  1.031  4.118  0.783
C  4.577  2.653  -0.290
C  1.532  -2.372  1.145
Li  -1.041  -0.837  -0.696
H  3.152  -2.223  -0.322
H  4.322  -1.639  -5.166
H  -7.552  -2.254  -1.568
H  5.465  1.294  1.111
H  -1.079  1.749  -0.372
H  2.105  -0.437  2.006
H  -0.799  0.358  6.540
H  3.965  -0.933  -2.837
H  1.335  5.138  0.585
H  -3.277  0.826  -0.381
H  2.386  3.870  2.432
H  1.719  -3.009  -0.908
H  -3.269  0.332  6.447
H  2.247  -3.001  1.679
H  1.698  1.567  2.899
H  0.095  -2.057  -5.703
H  -5.348  -3.274  -2.010
H  -5.712  0.708  -0.403
H  2.393  -2.204  -6.605
H  1.148  -1.478  3.044
H  -2.925  -2.984  -1.937
H  -3.094  -0.263  2.216
H  0.609  -2.958  1.103
H  3.879  -0.513  0.658
H  -4.416  0.021  4.278
H  0.521  0.092  4.497
H  -7.698  -0.664  -0.935
H  5.282  3.448  -0.087
H  1.869  1.979  -2.204
H  -0.406  4.063  -0.810
H  -0.272  -1.340  -3.383
H  3.476  3.781  -1.751

(6)
Molecular formula: C32H32N3OS5SiV
Method: DFT, wB97M-V/def2-TZVPD

The calculated total energy comes out at -127964.5739 eV. For the HOMO energy (alpha / beta), the calculation gives -6.4822 / -6.3519 eV. Its total charge is 0.

Cartesian coordinates (Å):
V  -0.167  -0.639  -2.135
S  1.716  -1.811  -1.338
S  -1.055  -1.166  -0.036
S  -2.313  0.243  -2.923
S  -1.171  -2.764  -2.664
S  0.493  2.766  5.813
Si  0.982  -0.146  -5.150
O  0.546  -0.460  -3.585
N  2.710  -0.924  7.325
N  -0.502  1.107  1.690
N  0.112  1.245  -1.566
C  1.382  -0.877  7.299
C  1.397  3.225  -0.895
C  -0.065  -2.228  2.251
C  1.407  -2.202  0.310
C  -1.004  1.979  -1.281
C  0.268  3.887  -0.574
C  2.199  -1.480  -5.666
C  -1.197  2.094  3.750
C  -5.553  -1.871  -1.767
C  2.389  -2.841  1.082
C  1.665  1.607  -5.251
C  0.666  0.230  6.866
C  -3.372  -1.100  -2.417
C  -5.054  -3.165  -1.685
C  0.165  -1.906  0.903
C  1.381  1.339  6.439
C  2.153  -3.143  2.404
C  2.527  1.376  -1.946
C  2.766  1.314  6.478
C  1.118  1.628  3.362
C  -2.350  1.339  -1.457
C  -0.643  -0.214  -6.106
C  -3.727  -3.425  -1.970
C  0.755  1.140  2.116
C  0.922  -2.827  2.995
C  0.119  2.110  4.195
C  -4.711  -0.840  -2.144
C  -0.982  3.263  -0.823
C  1.363  1.900  -1.488
C  -2.852  -2.398  -2.343
C  -1.452  1.569  2.492
C  3.379  0.151  6.928
H  2.924  -3.634  2.984
H  -0.415  0.231  6.854
H  -2.466  1.509  2.109
H  1.509  0.765  1.429
H  1.698  -2.448  -5.733
H  0.863  -1.767  7.640
H  -1.913  3.770  -0.608
H  2.661  1.685  -4.817
H  4.461  0.080  6.967
H  2.602  0.409  -2.398
H  3.430  1.965  -1.868
H  -6.592  -1.665  -1.546
H  0.743  -3.055  4.038
H  2.154  1.634  3.670
H  -1.180  -1.141  -5.891
H  -1.283  0.623  -5.821
H  3.344  2.173  6.167
H  -0.472  -0.157  -7.183
H  1.012  2.291  -4.705
H  1.717  1.941  -6.290
H  -3.327  -4.428  -1.892
H  -1.999  2.468  4.371
H  3.009  -1.576  -4.940
H  2.633  -1.251  -6.641
H  0.305  4.881  -0.147
H  3.335  -3.075  0.611
H  -5.084  0.174  -2.221
H  2.368  3.674  -0.733
H  -1.025  -1.981  2.686
H  -5.700  -3.980  -1.385
H  -3.119  2.097  -1.586
H  -2.598  0.705  -0.607